Entry 1:
A molecular structure, C18H22N4O4Y in a non-equilibrium geometry, computed with ωB97M-V/def2-TZVPD.

Geometry as ORCA input:
```
! RIJCOSX wB97M-V def2-TZVPD def2/J DEFGRID3
* xyz 1 1
Y 0.189 -0.065 0.263
O 3.925 1.623 1.158
O 0.404 -1.861 2.408
O 0.063 0.327 2.258
O -1.631 1.386 -0.654
N -1.747 -1.453 0.383
N 0.681 -2.235 -0.657
N 2.292 0.016 0.803
N 1.229 1.868 -0.932
C -2.963 -1.034 0.746
C -0.165 -3.169 -0.194
C 2.332 -0.443 2.212
C 0.851 -0.728 2.452
C -2.256 3.519 -1.412
C 2.711 1.649 -0.897
C 3.066 1.091 0.480
C 2.463 -3.824 -0.529
C -2.118 2.654 -0.165
C 1.584 -4.772 -0.035
C 0.246 -4.445 0.124
C -3.902 -3.168 0.305
C -1.575 -2.739 0.053
C -2.334 1.140 -1.890
C 1.965 -2.575 -0.830
C -2.375 2.500 -2.574
C -4.070 -1.856 0.718
C -2.634 -3.620 -0.022
H 3.279 2.556 -1.068
H 2.616 -1.807 -1.217
H -3.040 -0.006 1.073
H 0.936 2.166 -1.858
H 1.936 -5.759 0.236
H 2.719 0.344 2.858
H 1.037 2.666 -0.328
H -1.543 2.609 -3.269
H -3.124 4.172 -1.335
H -5.036 -1.476 1.020
H 2.909 -1.353 2.342
H -1.384 4.157 -1.545
H 2.965 0.921 -1.667
H -3.079 2.482 0.323
H -1.800 0.369 -2.440
H -0.456 -5.157 0.536
H -2.470 -4.643 -0.331
H -3.329 0.765 -1.649
H 3.512 -4.038 -0.676
H -3.292 2.621 -3.147
H -4.749 -3.840 0.251
H -1.415 3.021 0.578
*
```

Results
**HOMO**: -11.6093 eV
**Relative energy (zero: lowest compared OMol25 entry of this formula, charge and spin)**: 97.6 kJ/mol
**Molar mass**: 447.30 g mol⁻¹
**Energy**: -34215.035 eV



Entry 2:
9 unconnected molecules or ions with the total composition C37H52F8O17 in a non-equilibrium geometry, computed with ωB97M-V/def2-TZVPD.

Geometry as ORCA input:
```
! RIJCOSX wB97M-V def2-TZVPD def2/J DEFGRID3
* xyz 0 1
F 4.775 -1.647 3.217
F 2.901 0.299 4.146
F 6.831 -1.763 -1.214
F 3.100 -1.233 1.892
F 4.513 -0.875 -2.063
F 4.864 1.212 3.704
F 7.272 0.118 -0.179
F 4.598 0.940 -0.848
O -4.006 3.263 1.676
O -1.288 -3.096 5.276
O 0.895 0.343 0.684
O -0.419 -6.342 0.096
O 5.247 4.166 -3.152
O -0.798 1.341 1.717
O -6.850 0.520 -4.330
O -3.105 -1.942 4.679
O -0.037 -4.461 1.239
O -2.105 -1.256 -0.095
O -1.109 -2.653 -1.531
O -1.973 -0.095 -6.450
O -1.923 -2.250 -5.837
O 5.062 -0.295 1.471
O 6.615 3.103 -1.748
O -2.726 4.931 2.425
O -4.760 0.732 -3.579
C 0.282 -5.405 0.315
C 0.944 -3.424 1.235
C -3.944 1.750 3.535
C -1.893 -2.485 -0.641
C 2.193 -4.034 0.628
C 5.624 -1.330 0.681
C 1.283 0.067 -0.678
C 0.121 -3.057 4.971
C 6.283 -0.725 -0.533
C -0.449 1.707 -0.691
C 1.620 -5.062 -0.337
C -2.917 2.859 3.711
C -6.114 0.758 -3.424
C -0.691 0.798 -4.681
C -1.919 -2.086 4.626
C 5.356 0.031 -1.490
C 5.659 3.797 -1.910
C 0.804 1.288 -1.450
C -1.332 -0.500 -4.225
C -2.791 -3.517 0.023
C 4.215 -0.696 2.445
C -4.073 1.222 -2.434
C -1.554 1.149 -5.895
C -3.160 -2.810 1.327
C 3.803 0.580 3.179
C 4.713 4.338 -0.867
C -3.100 -1.344 0.945
C 4.116 5.018 -3.104
C 3.551 4.937 -1.674
C -4.406 1.955 2.084
C 0.410 -1.600 4.660
C -0.184 1.163 0.705
C -5.132 1.618 -1.382
C -0.888 -1.165 3.990
C -6.463 1.212 -2.030
C -1.776 -1.101 -5.558
C -3.167 3.834 2.583
H -3.474 0.770 3.622
H -0.779 1.619 -3.964
H -2.284 -0.336 -3.718
H -3.435 2.062 -2.708
H -2.875 3.404 4.655
H -0.898 -1.437 2.927
H -2.403 1.793 -5.658
H -2.398 -3.016 2.083
H 6.389 -1.873 1.238
H 3.226 5.884 -1.249
H 0.282 -3.696 4.098
H 2.800 -4.488 1.412
H 0.774 -0.851 -0.980
H 4.382 6.046 -3.367
H -0.673 -1.168 -3.683
H -4.705 1.828 4.306
H -4.964 0.983 -0.512
H 5.194 5.106 -0.260
H -4.043 -0.949 0.548
H 1.552 2.080 -1.361
H -3.460 0.406 -2.048
H -5.042 2.642 -1.033
H -6.917 0.403 -1.460
H 0.558 -2.585 0.640
H -2.270 -4.452 0.191
H 0.573 -0.986 5.546
H 5.931 0.528 -2.274
H 3.352 4.746 -3.830
H 0.676 -3.468 5.809
H -1.880 2.521 3.619
H -1.345 1.182 -1.032
H -3.920 1.271 1.389
H 1.283 -1.450 4.030
H -7.183 2.026 -2.063
H -0.985 1.702 -6.646
H -4.117 -3.102 1.755
H 4.848 -2.020 0.343
H 4.405 3.562 -0.170
H -1.122 -0.115 4.113
H 0.371 0.700 -4.901
H 2.362 -0.047 -0.750
H -0.594 2.781 -0.627
H 2.666 4.298 -1.655
H 3.339 1.234 2.433
H 1.055 -2.967 2.218
H -3.648 -3.650 -0.640
H 2.218 -5.971 -0.319
H -2.859 -0.696 1.789
H -5.485 1.831 1.993
H 0.631 1.094 -2.501
H 2.793 -3.244 0.177
H 1.504 -4.735 -1.366
*
```

Results
**SMILES**: FC(F)C(F)(F)COC(F)(F)C(F)F.O=C1CCCO1.O=C1CCCO1.O=C1CCCO1.O=C1CCCO1.O=C1CCCO1.O=C1CCCO1.O=C1CCCO1.O=C1CCCO1
**HOMO**: -10.1349 eV
**Relative energy (zero: lowest compared OMol25 entry of this formula, charge and spin)**: 0.0 kJ/mol
**Molar mass**: 920.79 g mol⁻¹
**Energy**: -95762.461 eV



Entry 3:
A gas-phase ion, C4H8Cl2NO (charge +1) in a non-equilibrium geometry, computed with ωB97M-V/def2-TZVPD.

Geometry as ORCA input:
```
! RIJCOSX wB97M-V def2-TZVPD def2/J DEFGRID3
* xyz 1 1
Cl -2.931 0.006 2.098
Cl -0.359 2.100 0.707
O -0.525 -0.770 2.286
N 1.233 -0.262 0.553
C -1.341 -0.173 1.626
C -1.155 0.548 0.343
C 0.454 -0.018 -1.903
C 0.117 -0.498 -0.474
H 1.303 -0.730 -2.234
H 1.625 0.745 0.715
H -1.920 0.853 -0.431
H 0.912 -0.785 1.383
H -0.126 -1.509 -0.428
H 0.840 1.053 -1.794
H -0.279 0.076 -2.751
H 2.153 -0.637 0.305
*
```

Results
**SMILES**: C[C@@H]([NH3+])[C@H](Cl)C(=O)Cl
**HOMO**: -14.9673 eV
**Relative energy (zero: lowest compared OMol25 entry of this formula, charge and spin)**: 81.4 kJ/mol
**Molar mass**: 157.02 g mol⁻¹
**Energy**: -32851.870 eV



Entry 4:
C26H28N4O3 in the gas phase, computed with ωB97M-V/def2-TZVPD.

Geometry as ORCA input:
```
! RIJCOSX wB97M-V def2-TZVPD def2/J DEFGRID3
* xyz 0 1
O 0.877 -1.696 3.850
O 0.665 0.631 0.056
O -1.501 -0.672 -3.511
N -1.782 1.406 2.931
N -0.509 -1.201 -0.482
N 0.162 0.236 2.874
N -0.315 1.035 -2.618
C -1.465 -0.221 4.658
C -0.217 -3.283 -1.688
C 1.609 -1.474 0.703
C -0.673 -2.616 -0.559
C -1.542 -0.392 -1.115
C 1.793 1.636 -3.745
C 1.011 -0.819 3.024
C -1.049 0.464 3.516
C 0.555 -0.592 0.062
C -2.955 1.709 3.456
C 2.613 4.022 -0.913
C -0.394 -4.649 -1.802
C -1.028 -5.345 -0.786
C -1.488 -4.674 0.332
C 2.327 2.858 -1.606
C 2.131 -0.829 1.996
C 2.555 5.258 -2.962
C -2.697 0.107 5.192
C -1.326 -3.300 0.467
C 2.729 5.224 -1.589
C 2.265 4.095 -3.652
C -1.129 -0.030 -2.550
C 0.270 1.480 -3.862
C -3.465 1.092 4.585
C 2.150 2.882 -2.983
C -1.817 -2.597 1.696
H -0.839 -0.978 5.097
H 0.315 0.865 2.090
H -0.173 2.439 -4.155
H -1.987 -5.220 1.119
H 2.646 6.192 -3.497
H -4.429 1.372 4.979
H -1.689 0.515 -0.522
H 2.744 3.989 0.158
H 2.471 0.185 1.787
H 1.215 -2.468 0.910
H 0.260 -2.721 -2.476
H -1.170 -6.412 -0.868
H 0.016 1.462 -1.761
H 2.957 -1.421 2.390
H -1.065 -2.652 2.484
H 2.236 1.928 -1.065
H 2.434 -1.575 -0.007
H -2.026 -1.547 1.502
H 2.202 0.754 -3.248
H 2.130 4.125 -4.724
H -3.054 -0.400 6.076
H 2.210 1.689 -4.752
H -2.721 -3.072 2.069
H -3.506 2.484 2.938
H -2.462 -0.978 -1.152
H 2.955 6.132 -1.049
H 0.012 0.731 -4.615
H -0.042 -5.166 -2.681
*
```

Results
**SMILES**: Cc1ccccc1N(CC(=O)NCCc1ccccc1)C(=O)CCC(=O)Nc1ccccn1
**HOMO**: -8.9257 eV
**Relative energy (zero: lowest compared OMol25 entry of this formula, charge and spin)**: 33.0 kJ/mol
**Molar mass**: 444.53 g mol⁻¹
**Energy**: -39521.979 eV



Entry 5:
A molecular structure, C29H32CrN2OPS, computed with ωB97M-V/def2-TZVPD.

Geometry as ORCA input:
```
! RIJCOSX wB97M-V def2-TZVPD def2/J DEFGRID3
* xyz 1 5
Cr 0.165 0.266 -1.581
S 2.741 -0.076 -2.020
P -0.491 0.097 0.938
O 0.099 2.363 -2.009
N 0.731 -1.719 -2.197
N 2.808 -2.704 -2.531
C 2.240 -3.919 -2.709
C 3.016 -1.929 1.527
C -2.696 -1.474 1.660
C 0.368 -2.577 1.094
C -0.193 0.518 3.703
C 1.534 4.213 -2.450
C 2.074 -0.904 1.470
C -0.126 2.813 -3.367
C -3.775 -2.294 1.383
C 0.152 -2.887 -2.358
C 1.043 3.259 -1.363
C -3.570 -1.734 -0.954
C 2.542 0.513 1.649
C -2.498 -0.871 -0.696
C -1.422 2.204 2.467
C 2.654 -3.256 1.362
C 1.322 -3.581 1.142
C -2.007 2.732 1.186
C -1.564 2.918 3.651
C 1.175 3.487 -3.749
C -4.193 -2.437 0.064
C -1.030 2.449 4.842
C -0.721 0.986 2.503
C 0.887 -4.052 -2.635
C -1.887 -0.046 -1.780
C -0.347 1.245 4.873
C -2.041 -0.793 0.632
C 2.078 -1.584 -2.273
C 0.725 -1.235 1.255
H 1.842 2.645 -0.943
H 3.511 0.655 1.170
H 1.926 2.737 -4.001
H -1.154 3.028 5.749
H 3.405 -4.033 1.422
H 1.001 5.162 -2.389
H 3.814 -2.605 -2.568
H -2.238 -0.403 -2.755
H 0.407 -5.007 -2.772
H -2.104 3.856 3.639
H 0.059 0.869 5.802
H -5.029 -3.085 -0.168
H 1.843 1.238 1.227
H -0.387 1.939 -3.962
H -0.669 -2.841 0.934
H 0.527 3.767 -0.548
H 1.019 -4.615 1.030
H 2.652 0.763 2.706
H 2.921 -4.735 -2.903
H -2.244 0.989 -1.681
H -2.641 3.594 1.384
H -2.620 1.979 0.686
H 0.332 -0.430 3.721
H 1.064 4.164 -4.593
H 4.055 -1.674 1.702
H -1.230 3.035 0.478
H -4.280 -2.824 2.178
H -3.943 -1.819 -1.968
H 2.598 4.423 -2.359
H -0.927 -2.904 -2.254
H -2.337 -1.368 2.678
H -0.966 3.512 -3.371
*
```

Results
**HOMO (alpha / beta)**: -9.7520 / -10.2830 eV
**Relative energy (zero: lowest compared OMol25 entry of this formula, charge and spin)**: 0.0 kJ/mol
**Molar mass**: 539.63 g mol⁻¹
**Energy**: -84161.035 eV



Entry 6:
A gas-phase ion, C4H8 (charge -1), computed with ωB97M-V/def2-TZVPD.

Geometry as ORCA input:
```
! RIJCOSX wB97M-V def2-TZVPD def2/J DEFGRID3
* xyz -1 2
C -0.492 -0.839 -1.054
C 0.038 0.248 1.761
C 0.550 0.241 -0.758
C 0.330 0.973 0.568
H 0.523 0.996 -1.550
H -0.232 1.902 0.453
H 1.546 -0.218 -0.772
H 0.679 -0.568 2.094
H -0.642 0.676 2.492
H -0.214 -1.749 -0.528
H -0.635 -1.099 -2.095
H -1.451 -0.563 -0.612
*
```

Results
**HOMO (alpha / beta)**: 0.9645 / -2.2242 eV
**Relative energy (zero: lowest compared OMol25 entry of this formula, charge and spin)**: 59.1 kJ/mol
**Molar mass**: 56.11 g mol⁻¹
**Energy**: -4274.924 eV



Entry 7:
2 unconnected molecules or ions with the total composition C6H11NS in a non-equilibrium geometry, computed with ωB97M-V/def2-TZVPD.

Geometry as ORCA input:
```
! RIJCOSX wB97M-V def2-TZVPD def2/J DEFGRID3
* xyz 0 1
S 1.154 -0.013 -1.421
N -1.571 1.062 -0.127
C 2.229 1.501 -1.146
C 1.127 -0.063 1.345
C -1.051 2.053 -0.363
C 0.829 -0.618 0.169
C -0.347 3.226 -0.838
C 0.982 -0.858 2.581
H -0.208 3.149 -1.906
H 2.209 1.977 -2.181
H 2.045 -1.266 2.808
H 1.609 0.776 1.564
H 0.330 -1.786 2.444
H 0.562 -1.644 0.133
H 3.244 1.123 -0.957
H -0.648 4.205 -0.519
H 0.522 -0.419 3.433
H 0.694 2.954 -0.457
H 1.838 2.010 -0.271
*
```

Results
**SMILES**: C/C=C/SC.CC#N
**HOMO**: -7.9369 eV
**Relative energy (zero: lowest compared OMol25 entry of this formula, charge and spin)**: 218.0 kJ/mol
**Molar mass**: 129.23 g mol⁻¹
**Energy**: -18723.235 eV



Entry 8:
A molecular structure, C22H29CoN9O9P2S, computed with ωB97M-V/def2-TZVPD.

Geometry as ORCA input:
```
! RIJCOSX wB97M-V def2-TZVPD def2/J DEFGRID3
* xyz -1 5
Co 0.072 -0.926 -1.224
S 2.103 2.813 7.189
P -2.372 1.706 -2.835
P -2.385 1.055 0.136
O -2.845 2.722 -3.791
O 2.478 3.419 5.926
O 3.215 2.319 7.983
O -1.003 1.871 0.427
O -2.079 -0.234 -0.581
O -2.913 0.236 -3.053
O 1.081 3.530 7.930
O -0.845 1.644 -2.587
O -3.259 1.111 1.324
N 1.652 -2.307 -1.316
N -0.937 -2.696 -1.855
N -0.712 -4.844 -2.483
N 3.494 -4.491 -1.368
N 1.191 0.957 5.441
N -2.515 3.569 -0.974
N 0.311 -0.726 0.876
N -1.997 -4.418 -2.592
N 0.719 0.554 7.717
C -0.449 -1.287 3.065
C 0.542 -0.157 5.095
C 0.477 -0.424 3.641
C 0.096 -0.558 7.371
C 1.349 0.256 2.787
C 3.830 -3.225 -0.944
C -4.559 2.225 -1.194
C -0.086 -3.767 -2.029
C 1.241 0.063 1.428
C 1.299 -3.592 -1.707
C 2.942 -2.189 -0.916
C -0.505 -1.398 1.690
C -0.037 -0.976 6.051
C 1.244 1.271 6.721
C 2.199 -0.201 -3.860
C 0.044 0.419 -2.819
C 1.348 0.985 -3.385
C -3.041 2.171 -1.192
C -2.115 -3.144 -2.218
C 2.231 -4.625 -1.727
C 1.093 1.893 -4.594
C 2.105 1.757 -2.307
H -4.925 2.563 -0.223
H 0.435 2.726 -4.347
H 1.613 -0.867 -4.501
H 1.542 2.638 -1.988
H 2.582 -0.791 -3.031
H -2.632 -0.245 -2.229
H 1.898 -5.607 -2.052
H 3.081 2.089 -2.670
H -3.043 -2.596 -2.222
H 0.628 1.328 -5.406
H -2.948 3.995 -0.155
H -2.709 -5.041 -2.926
H -0.460 -0.094 -3.650
H -1.168 -1.829 3.664
H -0.809 1.878 1.374
H -1.504 3.500 -0.807
H -1.258 -2.004 1.205
H -0.323 -1.149 8.180
H 2.269 1.125 -1.429
H 3.047 0.161 -4.446
H 2.038 2.297 -4.965
H -0.553 -1.895 5.806
H 4.852 -3.075 -0.620
H 2.072 0.943 3.204
H 1.889 0.589 0.737
H 3.265 -1.209 -0.579
H -4.953 1.223 -1.356
H -4.924 2.865 -2.000
H -2.704 4.120 -1.819
*
```

Results
**HOMO (alpha / beta)**: -3.4028 / -5.5532 eV
**Relative energy (zero: lowest compared OMol25 entry of this formula, charge and spin)**: 150.1 kJ/mol
**Molar mass**: 716.48 g mol⁻¹
**Energy**: -122170.047 eV



- The highest energy belongs to which entry?
  C4H8



- molar mass of number 3 (C4H8Cl2NO)?
  157.02 g mol⁻¹



- What is the formula in the second record?
  C37H52F8O17



- What is the relative energy (zero: lowest compared OMol25 entry of this formula, charge and spin) in the fourth record?
  33.0 kJ/mol